# 1
A 7-piece molecular cluster, C37H47NO18S overall in a non-equilibrium geometry. Source: the OMol25 dataset; level of theory: wB97M-V/def2-TZVPD.

Properties
M: 825.8 u
total energy: -88302.7359 eV
SMILES: CCCCCCCc1ccc2c(c1)Nc1ccccc1S2.O=C1OCCO1.O=C1OCCO1.O=C1OCCO1.O=C1OCCO1.O=C1OCCO1.O=C1OCCO1
net charge: 0
Kohn-Sham gap: 7.952 eV

Cartesian coordinates (Å):
C: 1.112 2.749 -4.011
C: -0.320 2.304 -4.650
C: -1.282 1.746 -3.473
C: -2.760 1.369 -3.981
C: -3.781 0.941 -2.773
C: -2.971 0.742 -1.407
C: -3.909 0.206 -0.177
C: -2.990 0.384 1.148
C: -3.345 1.328 2.322
C: -2.400 1.505 3.569
C: -1.091 0.670 3.544
C: -0.734 -0.330 2.377
C: -1.678 -0.495 1.154
N: 0.504 -1.128 2.425
C: 1.712 -0.318 2.665
C: 2.922 -0.528 1.693
C: 4.186 0.340 1.977
C: 4.238 1.360 3.170
C: 3.035 1.539 4.166
C: 1.778 0.684 3.881
S: 0.205 0.757 4.891
H: 1.831 3.031 -4.873
H: 1.025 3.704 -3.371
H: 1.584 1.918 -3.388
H: -0.750 3.230 -5.164
H: -0.077 1.465 -5.409
H: -0.726 0.834 -3.027
H: -1.270 2.557 -2.652
H: -3.182 2.277 -4.553
H: -2.634 0.480 -4.708
H: -4.590 1.744 -2.737
H: -4.185 -0.103 -3.067
H: -2.117 -0.032 -1.509
H: -2.489 1.712 -1.001
H: -4.110 -0.895 -0.393
H: -4.838 0.864 -0.113
H: -4.313 1.939 2.329
H: -2.644 2.222 4.432
H: -1.441 -1.188 0.264
H: 0.602 -1.770 1.630
H: 2.825 -1.289 0.853
H: 5.070 0.197 1.251
H: 5.196 1.969 3.278
H: 3.038 2.266 5.041
O: -5.235 -1.534 -3.094
C: -5.753 -2.282 -2.311
O: -5.072 -3.134 -1.498
C: -6.011 -3.670 -0.574
C: -7.315 -3.521 -1.295
O: -7.095 -2.386 -2.123
H: -5.778 -4.711 -0.344
H: -5.972 -3.085 0.349
H: -7.544 -4.382 -1.929
H: -8.150 -3.349 -0.614
O: -3.054 -6.454 3.247
C: -2.207 -5.731 3.688
O: -1.691 -4.658 3.028
C: -0.895 -3.937 3.960
C: -0.536 -4.978 4.975
O: -1.636 -5.876 4.916
H: -0.018 -3.509 3.473
H: -1.495 -3.127 4.385
H: 0.378 -5.521 4.714
H: -0.426 -4.563 5.978
O: -4.473 3.828 -1.487
C: -4.049 4.571 -0.649
O: -2.915 4.350 0.070
C: -2.631 5.546 0.782
C: -3.971 6.212 0.870
O: -4.639 5.746 -0.294
H: -2.210 5.323 1.763
H: -1.908 6.134 0.210
H: -4.537 5.899 1.752
H: -3.896 7.301 0.865
O: -6.210 -6.668 -3.027
C: -5.028 -6.649 -3.225
O: -4.209 -7.728 -3.094
C: -2.945 -7.360 -3.628
C: -2.952 -5.866 -3.513
O: -4.332 -5.544 -3.607
H: -2.135 -7.819 -3.060
H: -2.888 -7.700 -4.667
H: -2.573 -5.518 -2.548
H: -2.386 -5.384 -4.311
O: 7.489 1.634 1.131
C: 8.040 1.967 2.143
O: 9.378 1.859 2.360
C: 9.664 2.559 3.564
C: 8.350 2.544 4.283
O: 7.405 2.499 3.222
H: 10.453 2.058 4.126
H: 9.994 3.572 3.314
H: 8.223 1.654 4.907
H: 8.201 3.432 4.899
O: 9.694 4.165 -4.098
C: 9.160 3.421 -3.326
O: 9.821 2.558 -2.506
C: 8.863 2.029 -1.598
C: 7.570 2.194 -2.335
O: 7.812 3.329 -3.156
H: 9.083 0.985 -1.369
H: 8.894 2.610 -0.674
H: 7.341 1.337 -2.976
H: 6.728 2.370 -1.665

Löwdin population analysis, charges in e, atoms 1 to 6: C -0.16; C -0.26; C -0.25; C -0.18; C -0.18; C -0.21

# 2
One molecule with the formula C25H34N2O6S in a non-equilibrium geometry. Source: the OMol25 dataset; level of theory: wB97M-V/def2-TZVPD.

Properties
M: 490.6 u
total energy: -52578.3287 eV
SMILES: CCOC(=O)C1CCN(C(=O)c2oc3ccc(S(=O)(=O)N4C[C@H](C)C[C@@H](C)C4)cc3c2C)CC1
net charge: 0
ΔE to the lowest compared entry with this formula, charge and spin: 0.224 eV
Kohn-Sham gap: 8.969 eV

Cartesian coordinates (Å):
C: -8.766 -2.787 0.477
C: -8.464 -2.094 -0.843
O: -7.177 -1.470 -0.821
C: -7.095 -0.257 -0.272
O: -8.032 0.354 0.171
C: -5.654 0.224 -0.258
C: -4.977 -0.341 0.997
C: -3.492 0.024 0.988
N: -3.302 1.404 0.588
C: -2.178 1.913 0.035
O: -2.133 3.052 -0.408
C: -0.971 1.058 -0.014
O: -0.772 0.057 0.905
C: 0.431 -0.486 0.638
C: 1.050 -1.535 1.304
C: 2.292 -1.922 0.843
C: 2.882 -1.285 -0.246
S: 4.510 -1.826 -0.782
O: 4.513 -1.797 -2.216
O: 4.817 -3.049 -0.100
N: 5.591 -0.694 -0.274
C: 5.749 0.539 -0.997
C: 5.208 1.728 -0.196
C: 5.419 3.032 -0.958
C: 5.920 1.756 1.159
C: 5.755 0.441 1.932
C: 4.341 0.280 2.484
C: 6.175 -0.737 1.039
C: 2.271 -0.258 -0.925
C: 1.021 0.159 -0.470
C: 0.092 1.173 -0.871
C: 0.280 2.122 -1.996
C: -4.473 2.249 0.687
C: -5.577 1.757 -0.252
H: -7.990 -3.513 0.709
H: -9.721 -3.298 0.409
H: -8.816 -2.053 1.278
H: -8.417 -2.812 -1.665
H: -9.221 -1.332 -1.054
H: -5.153 -0.196 -1.135
H: -5.472 0.058 1.883
H: -5.071 -1.427 1.019
H: -2.972 -0.628 0.281
H: -3.064 -0.146 1.984
H: 0.575 -2.020 2.141
H: 2.834 -2.733 1.302
H: 5.236 0.417 -1.951
H: 6.817 0.696 -1.200
H: 4.135 1.585 -0.035
H: 5.024 3.872 -0.391
H: 6.479 3.204 -1.132
H: 4.915 2.998 -1.921
H: 5.538 2.583 1.761
H: 6.985 1.934 0.986
H: 6.443 0.458 2.785
H: 3.603 0.270 1.688
H: 4.255 -0.652 3.036
H: 4.107 1.102 3.158
H: 5.889 -1.693 1.478
H: 7.268 -0.723 0.926
H: 2.742 0.186 -1.787
H: 0.363 1.577 -2.935
H: 1.200 2.687 -1.852
H: -0.555 2.813 -2.043
H: -4.169 3.262 0.418
H: -4.818 2.250 1.725
H: -6.535 2.161 0.081
H: -5.387 2.118 -1.262

Löwdin population analysis, charges in e, atoms 1 to 6: C -0.06; C -0.21; O 0.00; C -0.48; O 0.12; C -0.20

# 3
C4H4BrClN2 as an isolated structure in a non-equilibrium geometry. Source: the OMol25 dataset; level of theory: wB97M-V/def2-TZVPD.

Properties
M: 195.4 u
total energy: -89755.2821 eV
net charge: 0
ΔE to the lowest compared entry with this formula, charge and spin: 1.877 eV
Kohn-Sham gap: 9.924 eV

Cartesian coordinates (Å):
C: -0.775 0.279 1.212
C: 0.184 0.697 -2.662
C: -1.646 -0.636 0.887
C: 1.552 -0.190 0.657
N: 0.482 0.458 0.623
N: 0.108 -0.254 -2.090
Cl: 2.996 0.460 0.042
Br: 1.922 -1.740 1.668
H: -0.924 1.040 1.979
H: 0.214 1.580 -3.303
H: -1.371 -1.177 -0.118
H: -2.740 -0.517 1.105

Löwdin population analysis, charges in e, atoms 1 to 6: C -0.29; C -0.07; C -0.02; C -1.29; N -0.05; N 0.08

# 4
A 2-piece molecular cluster, CH8N5O overall in a non-equilibrium geometry. Source: the OMol25 dataset; level of theory: wB97M-V/def2-TZVPD.

Properties
M: 106.1 u
total energy: -10654.2659 eV
net charge: +1
ΔE to the lowest compared entry with this formula, charge and spin: 1.708 eV
Kohn-Sham gap: 10.040 eV

Cartesian coordinates (Å):
C: 1.072 -0.232 -0.779
N: 2.147 -0.207 -1.544
N: -0.932 -0.376 1.764
N: 0.061 0.621 -0.994
N: -1.099 0.792 1.009
N: -1.176 0.539 -0.339
O: 1.013 -1.121 0.150
H: 2.246 0.421 -2.324
H: 2.886 -0.871 -1.361
H: -1.717 -1.032 1.760
H: -0.694 -0.125 2.720
H: 0.176 1.416 -1.609
H: -2.572 1.449 1.288
H: 0.270 -0.962 0.865
H: -1.681 -0.313 -0.605

Löwdin population analysis, charges in e, atoms 1 to 6: C -0.44; N 0.24; N -0.02; N 0.09; N -0.15; N -0.11

# 5
One molecule with the formula C7H4N2O2 in a non-equilibrium geometry. Source: the OMol25 dataset; level of theory: wB97M-V/def2-TZVPD.

Properties
M: 148.1 u
total energy: -14394.9629 eV
SMILES: N#Cc1cccc([N+](=O)[O-])c1
net charge: 0
ΔE to the lowest compared entry with this formula, charge and spin: 2.776 eV
Kohn-Sham gap: 9.206 eV

Cartesian coordinates (Å):
N: -1.070 3.690 0.067
C: -0.861 2.580 0.190
C: -0.613 1.167 0.256
C: -0.538 0.656 1.574
C: -0.057 -0.636 1.738
C: 0.355 -1.299 0.547
C: 0.332 -0.840 -0.727
N: 0.910 -1.379 -1.917
O: 1.664 -2.314 -1.736
O: 0.520 -0.898 -2.960
C: -0.217 0.475 -0.945
H: -0.724 1.374 2.351
H: 0.004 -1.173 2.755
H: 0.712 -2.310 0.757
H: -0.419 0.908 -1.951

Löwdin population analysis, charges in e, atoms 1 to 6: N 0.17; C -0.21; C -0.19; C -0.03; C -0.04; C -0.01

# 6
A 11-piece molecular cluster, C51H127B2F8N8O7 overall in a non-equilibrium geometry. Source: the OMol25 dataset; level of theory: wB97M-V/def2-TZVPD.

Properties
M: 1138.2 u
total energy: -104261.0118 eV
net charge: +4
Kohn-Sham gap (spin up / spin down): 3.097 / 8.501 eV
2S+1: 2

Cartesian coordinates (Å):
C: -1.458 -2.536 3.422
C: -0.789 -2.600 4.852
C: 0.808 -2.435 4.723
N: 1.477 -2.351 6.109
C: 1.482 -3.883 6.699
C: 0.690 -1.473 7.099
C: 1.800 -1.066 8.128
C: 3.045 -0.831 7.300
C: 2.921 -1.837 6.029
H: -1.293 -1.550 2.988
H: -2.543 -2.631 3.453
H: -1.147 -3.227 2.639
H: -0.836 -3.624 5.222
H: -1.243 -1.989 5.632
H: 1.040 -1.490 4.231
H: 1.327 -3.203 4.149
H: 1.746 -4.590 5.912
H: 0.566 -4.244 7.165
H: 2.209 -3.935 7.509
H: -0.098 -2.121 7.482
H: 0.319 -0.640 6.500
H: 1.944 -1.910 8.802
H: 1.538 -0.303 8.860
H: 4.010 -0.820 7.806
H: 3.002 0.202 6.953
H: 3.698 -2.602 6.048
H: 2.813 -1.306 5.083
C: -6.867 2.283 3.532
C: -6.275 1.777 2.257
C: -6.497 0.242 2.227
N: -6.144 -0.463 0.910
C: -4.646 -0.510 0.649
C: -6.945 0.223 -0.211
C: -6.958 -0.744 -1.378
C: -7.273 -2.028 -0.676
C: -6.759 -1.822 0.758
H: -6.447 1.826 4.429
H: -7.955 2.259 3.592
H: -6.522 3.317 3.555
H: -5.231 2.091 2.235
H: -6.857 2.247 1.463
H: -7.570 0.135 2.384
H: -5.811 -0.278 2.895
H: -4.504 0.561 0.507
H: -4.300 -1.108 -0.195
H: -4.162 -0.822 1.574
H: -6.351 1.079 -0.531
H: -7.929 0.519 0.151
H: -6.057 -0.795 -1.990
H: -7.657 -0.611 -2.204
H: -6.694 -2.702 -1.308
H: -8.296 -2.384 -0.556
H: -6.148 -2.671 1.064
H: -7.651 -1.796 1.383
C: 6.151 -1.052 -5.784
C: 6.456 -0.716 -4.263
C: 6.270 -1.890 -3.186
N: 6.206 -1.511 -1.693
C: 5.246 -0.328 -1.521
C: 7.620 -1.129 -1.105
C: 7.417 -1.408 0.429
C: 6.332 -2.387 0.641
C: 5.830 -2.797 -0.840
H: 6.991 -1.643 -6.151
H: 6.157 -0.112 -6.334
H: 5.181 -1.498 -5.999
H: 5.698 0.034 -4.035
H: 7.390 -0.155 -4.236
H: 6.913 -2.747 -3.388
H: 5.255 -2.283 -3.247
H: 4.910 -0.187 -0.494
H: 4.475 -0.475 -2.278
H: 5.830 0.553 -1.790
H: 7.905 -0.077 -1.080
H: 8.339 -1.733 -1.658
H: 7.251 -0.518 1.036
H: 8.369 -1.856 0.714
H: 5.469 -2.038 1.209
H: 6.797 -3.253 1.111
H: 4.810 -3.133 -1.027
H: 6.441 -3.607 -1.238
C: 1.777 4.127 3.319
N: 2.280 2.793 4.005
C: 3.373 3.292 5.027
C: 1.137 2.088 4.782
C: 2.873 1.767 2.970
C: 4.149 2.256 2.126
O: 3.818 3.280 1.186
H: 2.579 4.864 3.271
H: 1.325 4.565 4.209
H: 1.231 4.032 2.380
H: 4.308 3.456 4.491
H: 3.601 2.576 5.816
H: 2.975 4.109 5.629
H: 1.319 2.297 5.836
H: 1.128 0.999 4.816
H: 0.138 2.438 4.521
H: 2.038 1.716 2.272
H: 3.095 0.882 3.565
H: 4.480 1.424 1.504
H: 5.083 2.363 2.678
H: 4.595 3.443 0.647
C: 1.760 0.203 -9.398
N: 2.195 0.120 -7.953
C: 3.654 0.722 -7.823
C: 1.197 0.904 -7.135
C: 2.292 -1.345 -7.551
C: 2.158 -1.741 -6.012
O: 3.101 -1.077 -5.148
H: 0.753 -0.167 -9.593
H: 2.544 -0.270 -9.989
H: 1.491 1.211 -9.713
H: 4.401 0.028 -8.208
H: 4.017 0.896 -6.810
H: 3.914 1.632 -8.364
H: 0.123 0.799 -7.292
H: 1.540 1.937 -7.203
H: 1.348 0.696 -6.076
H: 3.211 -1.751 -7.972
H: 1.397 -1.719 -8.048
H: 2.292 -2.822 -5.977
H: 1.143 -1.773 -5.615
H: 3.006 -1.661 -4.392
C: -2.549 7.593 0.282
N: -2.407 6.069 0.660
C: -3.528 5.234 0.052
C: -1.058 5.812 0.049
C: -2.525 5.924 2.220
C: -2.389 4.621 2.940
O: -1.380 3.798 2.336
H: -1.788 8.178 0.799
H: -3.503 7.941 0.676
H: -2.610 7.629 -0.806
H: -4.515 5.535 0.402
H: -3.409 4.223 0.443
H: -3.501 5.336 -1.033
H: -0.234 6.330 0.538
H: -1.138 6.046 -1.013
H: -1.000 4.723 0.023
H: -3.544 6.298 2.321
H: -1.812 6.613 2.674
H: -3.352 4.136 2.780
H: -2.238 4.862 3.992
H: -1.556 2.885 2.574
C: -2.549 -5.221 -4.949
N: -3.137 -4.658 -3.669
C: -4.652 -4.431 -3.962
C: -3.113 -5.722 -2.485
C: -2.509 -3.266 -3.291
C: -0.967 -3.228 -3.163
O: -0.386 -4.102 -2.214
H: -3.068 -6.168 -5.097
H: -1.483 -5.360 -4.765
H: -2.586 -4.349 -5.602
H: -4.728 -3.912 -4.918
H: -5.016 -3.725 -3.216
H: -5.184 -5.382 -3.959
H: -3.713 -6.579 -2.789
H: -3.548 -5.149 -1.666
H: -2.114 -6.093 -2.258
H: -3.082 -2.856 -2.460
H: -2.747 -2.642 -4.153
H: -0.715 -2.221 -2.831
H: -0.495 -3.452 -4.119
H: 0.411 -4.362 -2.682
C: 2.072 0.659 -0.869
N: 0.599 0.769 -1.288
C: 0.148 2.181 -0.906
C: 0.632 0.567 -2.778
C: -0.134 -0.291 -0.419
C: -1.699 -0.190 -0.319
O: -2.190 -0.433 -1.612
H: 2.192 1.006 0.158
H: 2.624 1.320 -1.537
H: 2.419 -0.371 -0.953
H: 0.662 2.973 -1.451
H: 0.336 2.334 0.157
H: -0.924 2.243 -1.094
H: -0.419 0.384 -3.003
H: 1.279 -0.208 -3.189
H: 0.937 1.520 -3.211
H: 0.228 -0.400 0.604
H: 0.123 -1.258 -0.851
H: -2.069 0.768 0.045
H: -1.929 -0.953 0.425
H: -2.612 0.388 -1.876
B: 2.708 -1.934 1.766
F: 2.701 -0.587 1.790
F: 3.608 -2.494 2.703
F: 1.449 -2.413 1.931
F: 3.095 -2.337 0.491
B: -3.704 2.095 -2.752
F: -2.531 1.915 -3.524
F: -4.306 0.875 -2.571
F: -3.305 2.674 -1.638
F: -4.542 2.921 -3.475
C: -3.299 -0.088 4.649
C: -2.627 1.033 4.014
O: -2.072 1.917 4.769
O: -2.589 1.111 2.722
H: -2.620 -0.483 5.405
H: -3.698 -0.856 3.986
H: -4.200 0.260 5.154

Löwdin population analysis, charges in e, atoms 1 to 6: C -0.08; C -0.15; C -0.10; N -0.22; C 0.07; C -0.07

# 7
A 9-piece molecular cluster, C11H40O9 overall in a non-equilibrium geometry. Source: the OMol25 dataset; level of theory: wB97M-V/def2-TZVPD.

Properties
M: 316.4 u
total energy: -30477.2544 eV
SMILES: CCO.CCO.CO.CO.CO.CO.CO.CO.CO
net charge: 0
ΔE to the lowest compared entry with this formula, charge and spin: 5.634 eV
Kohn-Sham gap: 9.479 eV

Cartesian coordinates (Å):
C: -1.590 -1.162 -0.479
C: -1.511 -0.252 0.749
O: -1.698 1.100 0.352
H: -1.156 -0.726 -1.395
H: -2.644 -1.281 -0.729
H: -1.139 -2.160 -0.284
H: -0.606 -0.408 1.339
H: -2.389 -0.506 1.367
H: -0.917 1.640 0.542
C: -0.140 3.747 1.445
C: 1.176 3.153 1.082
O: 1.169 1.728 0.877
H: -0.792 3.281 2.197
H: -0.815 3.717 0.559
H: -0.028 4.766 1.816
H: 2.035 3.483 1.679
H: 1.584 3.493 0.115
H: 2.033 1.402 0.690
C: 2.045 -2.247 0.455
O: 3.282 -2.873 -0.151
H: 2.264 -1.582 1.238
H: 1.230 -2.926 0.712
H: 1.669 -1.672 -0.294
H: 3.735 -2.080 -0.379
C: -0.081 -2.354 3.955
O: 0.673 -1.203 3.727
H: 0.454 -2.836 4.752
H: 0.029 -3.027 3.102
H: -1.101 -2.076 4.126
H: 0.751 -0.728 4.606
C: 0.496 -2.085 -4.949
O: -0.334 -1.760 -3.884
H: 1.323 -2.650 -4.701
H: 0.936 -1.200 -5.440
H: -0.167 -2.543 -5.735
H: 0.204 -1.302 -3.252
C: 1.089 -3.850 -2.085
O: 2.271 -4.718 -1.946
H: 1.465 -2.823 -2.273
H: 0.335 -3.788 -1.321
H: 0.397 -4.116 -2.907
H: 2.812 -4.302 -1.254
C: -1.378 1.250 3.844
O: -1.391 2.031 4.979
H: -1.401 0.239 4.249
H: -0.302 1.355 3.503
H: -2.087 1.453 3.061
H: -1.123 2.883 4.719
C: 0.785 0.990 -2.528
O: 1.686 -0.026 -2.744
H: 0.435 0.897 -1.531
H: -0.056 0.842 -3.178
H: 1.136 2.055 -2.619
H: 2.443 0.253 -2.263
C: -3.124 3.857 -1.227
O: -1.833 3.261 -1.505
H: -3.919 3.493 -1.774
H: -3.083 4.994 -1.374
H: -3.190 3.603 -0.166
H: -1.943 2.321 -1.498

Löwdin population analysis, charges in e, atoms 1 to 6: C -0.06; C -0.30; O -0.11; H 0.06; H 0.08; H 0.07

# 8
One molecule with the formula C5H7NO. Source: the OMol25 dataset; level of theory: wB97M-V/def2-TZVPD.

Properties
M: 97.1 u
total energy: -8835.4107 eV
SMILES: [H]/N=C1/C=C(C)CO1
net charge: 0
ΔE to the lowest compared entry with this formula, charge and spin: 0.792 eV
Kohn-Sham gap: 10.047 eV

Cartesian coordinates (Å):
H: 3.625 -0.309 0.444
N: 2.821 -0.837 0.135
C: 1.710 -0.232 0.146
C: 0.498 -0.937 -0.260
C: -0.563 -0.137 -0.132
C: -2.040 -0.313 -0.362
C: -0.040 1.200 0.359
O: 1.380 1.051 0.501
H: 0.654 -1.962 -0.556
H: -2.614 -0.071 0.544
H: -2.406 0.376 -1.137
H: -2.307 -1.330 -0.664
H: -0.468 1.487 1.329
H: -0.251 2.014 -0.348

Löwdin population analysis, charges in e, atoms 1 to 6: H 0.05; N 0.15; C -0.46; C 0.02; C -0.23; C -0.04

- What is the net charge in the sixth record?
  +4